No. 1
15
Properties=species:S:1:pos:R:3 method="wB97M-V/def2-TZVPD" smiles="O=C1C=C[C@H](O)O[C@H]1O" relative_energy_kcal_mol=64.2 lumo_energy_ev=0.1 homo_lumo_gap_ev=8.953 charge=0 molar_mass_g_mol=130.10
O 1.06 -2.39 -0.83
C 0.36 -1.47 -0.53
C -0.88 -1.50 0.28
C -1.28 -0.40 0.88
C -0.54 0.91 0.82
O -1.33 1.85 0.10
O 0.82 0.90 0.34
C 0.93 0.18 -0.97
O 2.13 0.07 -1.53
H -1.17 -2.52 0.59
H -2.15 -0.30 1.53
H -0.45 1.28 1.76
H -0.63 2.51 0.10
H 0.21 0.71 -1.57
H 2.92 0.16 -0.98

No. 2
13
Properties=species:S:1:pos:R:3 method="wB97M-V/def2-TZVPD" relative_energy_kcal_mol=109.6 lumo_energy_ev=0.2 homo_lumo_gap_ev=8.650 charge=0 molar_mass_g_mol=114.17
C 1.81 -1.13 -0.01
C 0.59 -0.30 0.02
C 0.33 0.98 -0.11
C -1.23 1.15 0.11
C -1.68 -0.28 -0.01
H 1.28 -2.37 -0.53
H 2.45 -1.30 1.22
H 2.53 -0.30 -0.89
H 1.01 1.91 -0.41
H -1.74 1.94 -0.62
H -1.39 1.40 1.23
O -0.63 -1.02 0.03
S -3.33 -0.68 -0.05

No. 3
13
Properties=species:S:1:pos:R:3 method="wB97M-V/def2-TZVPD" smiles="CC1=CSC=CO1" relative_energy_kcal_mol=33.7 lumo_energy_ev=0.9 homo_lumo_gap_ev=8.095 charge=0 molar_mass_g_mol=114.17
C 2.64 -0.29 0.01
C 1.15 -0.08 0.00
C 0.28 -1.11 0.02
S -1.43 -0.98 -0.03
C -1.63 0.79 0.02
C -0.61 1.56 0.07
O 0.71 1.21 -0.09
H 3.05 0.24 -0.81
H 2.92 -1.32 -0.08
H 3.02 0.13 0.95
H 0.62 -2.16 0.27
H -2.68 1.20 0.09
H -0.64 2.65 0.07

No. 4
12
Properties=species:S:1:pos:R:3 method="wB97M-V/def2-TZVPD" smiles="C#S1=C=CCC1" relative_energy_kcal_mol=153.1 lumo_energy_ev=-1.2 homo_lumo_gap_ev=7.446 charge=0 molar_mass_g_mol=98.17
C 2.55 0.83 -0.19
S 1.38 -0.24 0.15
C 0.17 -1.87 -0.44
C -0.99 -1.32 -0.21
C -1.28 0.11 0.40
C -0.04 0.88 -0.14
H 3.54 0.41 0.07
H -1.75 -2.10 -0.23
H -1.39 0.04 1.43
H -2.23 0.61 -0.08
H -0.05 0.94 -1.20
H 0.09 1.72 0.43

No. 5
13
Properties=species:S:1:pos:R:3 method="wB97M-V/def2-TZVPD" relative_energy_kcal_mol=100.7 lumo_energy_ev=-0.6 homo_lumo_gap_ev=8.230 charge=0 molar_mass_g_mol=130.24
C -1.45 0.41 -0.08
C -0.07 1.23 -0.13
C 0.93 0.49 0.83
C 1.51 -0.58 0.07
C 2.24 -1.33 -0.57
H -3.10 -1.78 -0.78
H -1.98 0.79 -1.08
H -1.82 0.76 0.95
H 1.76 1.10 1.10
H 0.45 0.07 1.81
H 2.75 -2.23 -1.02
S -1.49 -1.42 -0.06
S 0.27 2.49 -1.04

No. 6
13
Properties=species:S:1:pos:R:3 method="wB97M-V/def2-TZVPD" smiles="S=C1SC[C@@H]2C[C@@H]12" relative_energy_kcal_mol=64.4 lumo_energy_ev=0.0 homo_lumo_gap_ev=8.235 charge=0 molar_mass_g_mol=130.24
S -3.18 0.08 -0.11
C -1.60 -0.31 0.02
S -0.93 -1.90 0.02
C 0.95 -1.27 -0.05
C 0.63 0.09 -0.41
C 0.53 1.59 -0.05
C -0.46 0.57 0.45
H 1.36 -1.59 0.90
H 1.36 -1.90 -0.78
H 0.39 0.02 -1.46
H 1.08 1.93 0.81
H 0.30 2.30 -0.91
H -0.42 0.40 1.58

No. 7
22
Properties=species:S:1:pos:R:3 method="wB97M-V/def2-TZVPD" smiles="CCOB(O)OC(=O)OC(F)(F)C(F)F" lumo_energy_ev=0.3 homo_lumo_gap_ev=11.892 charge=0 molar_mass_g_mol=233.91
C -1.73 -0.47 2.72
C -2.30 -1.24 1.55
O -1.32 -1.38 0.51
B -1.33 -0.60 -0.58
O -2.20 0.43 -0.81
O -0.33 -0.91 -1.55
C 0.95 -0.79 -1.26
O 1.84 -1.46 -1.66
O 1.13 0.28 -0.39
C 2.30 1.01 -0.48
F 3.34 0.32 0.03
F 2.10 2.09 0.29
C 2.66 1.41 -1.92
F 3.41 2.53 -1.88
F 1.53 1.68 -2.61
H -0.95 -1.05 3.22
H -1.32 0.49 2.40
H -2.52 -0.29 3.45
H -3.20 -0.77 1.16
H -2.56 -2.26 1.85
H -2.73 0.37 -1.60
H 3.23 0.62 -2.42

No. 8
16
Properties=species:S:1:pos:R:3 method="wB97M-V/def2-TZVPD" relative_energy_kcal_mol=55.7 lumo_energy_ev="-1.0 / -0.4" homo_lumo_gap_ev="6.599 / 7.307" charge=0 molar_mass_g_mol=272.99
C 0.33 0.13 -0.52
C -0.36 -0.42 0.54
C -1.17 2.11 1.10
C 1.04 -0.79 -1.56
C -0.08 -1.77 1.16
N 0.37 1.46 -0.67
S -1.57 0.49 1.50
Br -2.41 3.42 1.17
Br 0.55 2.17 -2.30
H -0.14 2.35 1.29
H 1.76 -1.46 -1.22
H 1.48 -0.16 -2.43
H 0.27 -1.35 -2.05
H 0.98 -2.10 0.90
H -0.85 -2.48 0.90
H -0.20 -1.59 2.19

No. 9
16
Properties=species:S:1:pos:R:3 method="wB97M-V/def2-TZVPD" relative_energy_kcal_mol=58.3 lumo_energy_ev=-4.3 homo_lumo_gap_ev=8.215 charge=+1 molar_mass_g_mol=210.48
C -1.36 2.53 -0.84
N -0.38 1.86 -0.31
C 0.77 1.55 -0.95
C 1.41 0.38 -0.78
C 1.00 -0.79 -0.02
Cl 1.64 -2.22 -0.74
C 0.06 -1.08 0.95
N -0.06 -2.41 1.48
Br -0.58 0.33 2.09
H -1.32 2.74 -1.83
H -2.36 2.77 -0.35
H 1.20 2.26 -1.67
H 2.24 0.13 -1.47
H -0.74 -2.36 2.31
H 0.85 -2.80 1.84
H -0.41 -3.05 0.80

No. 10
18
Properties=species:S:1:pos:R:3 method="wB97M-V/def2-TZVPD" relative_energy_kcal_mol=0.0 lumo_energy_ev=-4.5 homo_lumo_gap_ev=7.286 charge=+1 molar_mass_g_mol=238.50
C -2.76 -0.89 -0.20
C -0.28 0.12 0.24
C -0.57 -1.17 -0.10
C -1.47 0.85 0.27
C 2.12 1.41 -0.32
N -1.76 -1.72 -0.31
N -2.67 0.40 0.07
N 0.37 -2.30 -0.02
N 1.92 2.50 0.35
Cl -1.34 2.60 0.42
Br 3.13 0.00 0.43
H -3.83 -1.29 -0.28
H 1.76 1.19 -1.32
H 1.09 -2.26 0.69
H 0.89 -2.35 -0.94
H 2.35 2.95 1.16
H 1.33 3.18 -0.21
H -0.26 -3.21 0.07

No. 11
16
Properties=species:S:1:pos:R:3 method="wB97M-V/def2-TZVPD" relative_energy_kcal_mol=26.0 lumo_energy_ev=-4.7 homo_lumo_gap_ev=7.781 charge=+1 molar_mass_g_mol=301.93
C -0.32 0.58 2.00
C 0.88 0.19 1.39
C -1.38 0.64 -0.04
C -1.38 0.93 1.26
C 0.79 0.15 -0.02
N -0.25 0.37 -0.75
N 1.89 -0.20 -0.94
Br -2.87 -1.76 -3.23
I -0.62 -2.19 -2.43
H -0.27 0.68 3.05
H 1.77 -0.04 2.07
H -2.38 0.58 -0.47
H -2.29 1.20 1.65
H 2.08 -1.21 -0.86
H 2.82 0.27 -0.78
H 1.53 -0.20 -1.90

No. 12
19
Properties=species:S:1:pos:R:3 method="wB97M-V/def2-TZVPD" relative_energy_kcal_mol=0.0 lumo_energy_ev=0.5 homo_lumo_gap_ev=8.920 charge=0 molar_mass_g_mol=255.09
C 3.35 -1.01 -0.29
C 2.10 -1.44 -0.58
C 2.48 1.17 0.25
C 3.55 0.33 0.14
C 0.96 -0.56 -0.47
N 1.25 0.73 -0.05
N -2.85 0.16 0.70
O -1.24 1.97 0.09
O -3.65 2.27 -0.38
O -0.21 -0.86 -0.71
S -2.37 1.25 -0.52
Br 5.29 0.94 0.57
H 4.20 -1.67 -0.38
H 1.91 -2.44 -0.92
H 2.58 2.20 0.57
H 0.42 1.35 0.01
H -2.19 0.12 1.46
H -2.99 -0.77 0.32
H -3.76 2.61 0.51

No. 13
14
Properties=species:S:1:pos:R:3 method="wB97M-V/def2-TZVPD" smiles="O[C@H]1C=CC[C@@H]1Br" relative_energy_kcal_mol=13.3 lumo_energy_ev=0.8 homo_lumo_gap_ev=10.354 charge=0 molar_mass_g_mol=163.01
O -0.24 2.31 0.05
C -0.37 1.01 -0.39
C 1.00 0.29 -0.33
C 0.83 -1.01 -0.18
C -0.59 -1.41 0.01
C -1.24 -0.09 0.50
Br -3.08 0.05 -0.05
H 0.34 2.43 0.85
H -0.76 0.86 -1.43
H 1.83 0.90 -0.62
H 1.64 -1.66 0.15
H -1.18 -1.71 -0.85
H -0.67 -2.35 0.70
H -1.18 0.05 1.55

No. 14
13
Properties=species:S:1:pos:R:3 method="wB97M-V/def2-TZVPD" smiles=C#CC(C)(C)Cl relative_energy_kcal_mol=42.3 lumo_energy_ev=0.9 homo_lumo_gap_ev=11.146 charge=0 molar_mass_g_mol=102.56
C 0.84 2.21 -0.16
C 0.27 1.19 -0.17
C -0.42 -0.04 -0.01
C -0.05 -0.93 -1.13
C -0.13 -0.51 1.39
Cl -2.24 0.40 -0.20
H 1.40 3.12 -0.39
H -0.51 -1.92 -1.19
H -0.07 -0.56 -2.10
H 1.00 -1.08 -1.01
H -0.64 -1.47 1.41
H 1.00 -0.68 1.39
H -0.44 0.27 2.17

No. 15
20
Properties=species:S:1:pos:R:3 method="wB97M-V/def2-TZVPD" lumo_energy_ev="-14.0 / -13.3" homo_lumo_gap_ev="4.064 / 5.514" charge=+3 molar_mass_g_mol=738.96
Ir -0.37 0.06 0.72
I -2.17 1.22 2.22
C -1.04 0.77 3.97
I 0.54 -0.40 3.14
H -1.63 0.15 4.63
H -0.65 1.67 4.44
I 3.35 3.35 -2.67
C 2.01 1.98 -2.04
C 1.35 1.01 -2.86
N 0.56 0.28 -2.12
N 0.64 0.67 -0.79
C 1.53 1.74 -0.78
H 1.44 0.84 -3.93
H -0.06 -0.47 -2.40
H 1.76 2.23 0.15
Cl -1.61 -1.32 -0.72
C -1.34 -3.21 -0.36
Cl -2.43 -3.72 0.84
H -0.30 -3.28 -0.06
H -1.56 -3.60 -1.35

No. 16
15
Properties=species:S:1:pos:R:3 method="wB97M-V/def2-TZVPD" smiles="FC1=C(CCl)CNC1" relative_energy_kcal_mol=69.0 lumo_energy_ev=0.6 homo_lumo_gap_ev=9.772 charge=0 molar_mass_g_mol=135.57
F 1.07 -2.03 0.75
C 0.44 -1.07 0.12
C 0.26 0.22 0.54
C 0.55 0.89 1.75
Cl 2.04 2.03 1.45
C -0.71 0.78 -0.60
N -0.45 -0.07 -1.81
C -0.43 -1.40 -1.13
H -0.18 1.63 1.96
H 0.74 0.20 2.74
H -0.48 1.89 -0.92
H -1.78 0.59 -0.31
H 0.72 0.29 -2.06
H -0.21 -2.41 -1.82
H -1.58 -1.53 -0.65

No. 17
15
Properties=species:S:1:pos:R:3 method="wB97M-V/def2-TZVPD" smiles="[H]/N=C(/N)C#C[C@H](C)Cl" relative_energy_kcal_mol=76.2 lumo_energy_ev=0.4 homo_lumo_gap_ev=9.906 charge=0 molar_mass_g_mol=130.58
H 0.35 0.13 -3.12
N -0.31 -0.58 -3.20
C -0.67 -0.93 -2.00
N -1.50 -2.14 -1.87
C -0.32 -0.17 -0.76
C -0.12 0.23 0.45
C 0.20 1.22 1.50
C 1.54 0.98 2.16
Cl -1.08 1.23 2.77
H -2.15 -2.27 -1.13
H -1.78 -2.53 -2.87
H 0.24 2.16 1.07
H 1.35 0.08 2.95
H 2.22 0.73 1.29
H 2.03 1.87 2.76